The following is a DFT calculation (wB97M-V/def2-TZVPD) of a cluster of 7 separate species, C19H55N5O10 in total at a distorted geometry.

XYZ file:
```
89
C19H55N5O10 | OMol25 | wB97M-V/def2-TZVPD
C -4.182 2.829 -1.847
O -5.070 2.856 -1.002
N -3.401 1.819 -2.061
N -4.139 3.591 -2.869
H -3.104 1.311 -1.240
H -2.613 1.999 -2.666
H -4.983 4.125 -3.020
H -3.526 3.183 -3.560
C 1.070 -0.768 1.265
O 0.445 -0.325 2.442
C 0.187 -1.271 3.563
C 1.482 -1.441 4.312
N 1.382 -2.539 5.229
C 2.503 -2.748 6.146
C 3.809 -3.050 5.400
O 4.540 -1.867 4.897
C 5.093 -1.164 5.979
H 1.267 -1.840 1.283
H 1.999 -0.200 1.210
H 0.378 -0.543 0.454
H -0.308 -2.152 3.154
H -0.605 -0.951 4.241
H 1.453 -0.530 4.909
H 2.381 -1.453 3.696
H 0.720 -3.284 5.064
H 2.279 -3.392 6.996
H 2.739 -1.787 6.604
H 3.496 -3.611 4.520
H 4.528 -3.651 5.957
H 5.414 -1.737 6.849
H 4.336 -0.560 6.481
H 5.964 -0.687 5.531
C -2.575 2.103 5.158
O -1.863 3.185 4.606
C -2.535 3.904 3.625
C -1.352 4.404 2.672
N -0.931 3.466 1.601
C 0.186 2.639 1.923
C 1.505 3.394 2.128
O 1.666 4.391 1.063
C 2.668 5.348 1.272
H -2.203 1.135 4.822
H -3.663 2.053 5.116
H -2.278 2.021 6.204
H -3.019 4.747 4.118
H -3.311 3.310 3.141
H -0.568 4.813 3.309
H -1.817 5.226 2.128
H -0.754 4.067 0.809
H 0.302 1.908 1.122
H 0.040 2.051 2.829
H 2.263 2.611 2.161
H 1.520 4.008 3.029
H 3.622 4.857 1.463
H 2.478 5.951 2.160
H 2.824 5.932 0.365
C 1.927 -5.543 -6.422
O 0.776 -6.033 -7.157
C -0.204 -4.997 -7.540
C -1.013 -4.493 -6.393
N -1.766 -3.324 -6.816
C -2.221 -2.529 -5.659
C -1.520 -1.193 -5.475
O -0.125 -1.362 -5.128
C 0.213 -1.816 -3.885
H 2.559 -4.760 -6.840
H 2.509 -6.425 -6.153
H 1.622 -5.145 -5.454
H -0.922 -5.471 -8.210
H 0.229 -4.177 -8.114
H -0.322 -4.316 -5.569
H -1.626 -5.270 -5.937
H -1.138 -2.860 -7.455
H -2.327 -2.935 -4.653
H -3.251 -2.331 -5.954
H -2.065 -0.729 -4.653
H -1.853 -0.508 -6.255
H -0.251 -2.790 -3.729
H -0.080 -1.116 -3.103
H 1.255 -2.074 -3.696
O -0.522 1.956 -3.862
H 0.329 1.936 -4.300
H -0.618 2.861 -3.567
O -2.451 1.388 0.817
H -1.845 0.983 0.197
H -1.955 2.112 1.199
O -0.638 1.100 -1.382
H -0.756 1.026 -2.329
H 0.311 1.151 -1.262
```

Summary:
multiplicity: 2
calculated total energy: -1782.52895 Ha
charge: +1
orbital gap (alpha / beta): 7.18 / 2.35 eV
HOMO energy (alpha / beta): -10.1 / -10.1 eV
<S²>: 0.755

---

The following is a DFT calculation (wB97M-V/def2-TZVPD) of the molecule C4H5Cl at a distorted geometry.

XYZ file:
```
10
C4H5Cl | OMol25 | wB97M-V/def2-TZVPD
Cl -2.497 0.069 0.014
C -0.785 -0.007 0.224
C 0.320 1.177 0.276
C 0.299 -0.054 -0.710
C 0.206 -1.182 0.194
H 1.092 1.296 1.057
H 0.139 2.063 -0.202
H 0.332 -0.190 -1.828
H 0.023 -2.213 -0.066
H 0.870 -0.959 1.041
```

Summary:
calculated total energy: -615.48823 Ha
charge: 0
orbital gap: 10.34 eV
SMILES: Cl[C@]12C[C@@H]1C2
HOMO energy: -9.3 eV
relative energy (zero: lowest compared OMol25 entry of this formula, charge and spin): 42.3 kcal per mole

---

The following is a DFT calculation (wB97M-V/def2-TZVPD) of a structure of composition C28H40N5O3SeSi2Sr at a distorted geometry.

XYZ file:
```
80
C28H40N5O3SeSi2Sr | OMol25 | wB97M-V/def2-TZVPD
Sr 0.901 -0.977 -1.430
C -1.609 8.480 3.776
O -2.286 7.250 3.647
C -1.699 6.152 4.218
C -2.267 4.921 3.885
C -1.751 3.753 4.403
C -0.662 3.801 5.271
C -0.128 5.023 5.635
C -0.627 6.207 5.098
N -0.170 2.639 5.973
N 0.163 1.618 5.359
C 0.345 1.574 3.959
C 0.910 2.577 3.195
C 1.170 2.416 1.838
C 0.832 1.233 1.160
O 1.024 1.033 -0.078
C 0.234 0.168 1.960
N -0.120 -0.952 1.281
C -0.654 -1.943 1.953
C -0.865 -1.900 3.347
C -0.526 -0.775 4.041
C 0.035 0.322 3.346
H -2.136 9.189 3.142
H -0.570 8.397 3.445
H -1.626 8.843 4.809
H -3.108 4.906 3.205
H -2.182 2.801 4.124
H 0.697 5.049 6.335
H -0.184 7.150 5.383
H 1.196 3.513 3.661
H 1.637 3.211 1.271
H -0.947 -2.816 1.380
H -1.301 -2.758 3.841
H -0.675 -0.701 5.109
C -1.343 -3.819 -3.933
N -0.454 -4.647 -3.151
C 0.719 -5.221 -3.592
C 1.311 -5.776 -2.512
N 0.488 -5.550 -1.437
C 0.863 -5.739 -0.053
C -0.594 -4.836 -1.824
Se -2.027 -4.292 -0.778
H -0.961 -3.765 -4.951
H -1.397 -2.822 -3.496
H -2.352 -4.230 -3.935
H 1.021 -5.175 -4.621
H 2.244 -6.298 -2.412
H 1.644 -6.496 -0.006
H -0.009 -6.061 0.513
H 1.236 -4.795 0.345
C -3.642 1.718 -3.070
Si -2.386 0.296 -3.259
C -1.074 1.028 -4.445
C -3.301 -1.038 -4.269
C -1.621 -0.328 -1.730
H -4.058 2.051 -4.026
H -3.169 2.582 -2.595
H -4.467 1.404 -2.427
H -1.490 1.486 -5.346
H -0.370 0.252 -4.765
H -0.498 1.795 -3.918
H -4.154 -0.602 -4.794
H -3.675 -1.823 -3.608
H -2.666 -1.509 -5.024
H -2.186 -1.150 -1.281
H -1.451 0.453 -0.983
C 4.182 -2.539 -3.509
Si 3.552 -2.288 -1.758
C 3.370 -0.222 -1.592
C 4.925 -2.730 -0.560
O 2.126 -2.997 -1.484
H 5.069 -1.937 -3.722
H 3.408 -2.264 -4.229
H 4.436 -3.588 -3.686
H 4.367 0.204 -1.699
H 2.963 0.092 -0.612
H 2.745 0.242 -2.386
H 5.886 -2.321 -0.881
H 5.026 -3.814 -0.480
H 4.712 -2.339 0.437
```

Summary:
calculated total energy: -4601.74490 Ha
charge: -1
orbital gap: 6.18 eV
HOMO energy: -3.9 eV
relative energy (zero: lowest compared OMol25 entry of this formula, charge and spin): 19.5 kcal per mole

---

The following is a DFT calculation (wB97M-V/def2-TZVPD) of the molecule C27H44O2.

XYZ file:
```
73
C27H44O2 | OMol25 | wB97M-V/def2-TZVPD
C 1.836 1.256 3.991
C 1.472 2.484 3.648
C 2.067 3.192 2.502
C 2.226 2.653 1.291
C 1.816 1.324 0.849
C 0.594 0.801 0.907
C -0.610 1.530 1.430
C -1.784 1.468 0.446
C -2.085 0.048 -0.035
C -0.835 -0.603 -0.633
C -0.357 0.161 -1.870
C -0.939 -2.124 -0.910
C -1.579 -2.584 -2.232
C -2.996 -2.042 -2.416
C -1.621 -4.122 -2.271
C -1.814 -4.721 -3.667
C -0.597 -4.528 -4.572
C -0.659 -5.352 -5.862
C 0.668 -5.243 -6.612
C -1.803 -4.902 -6.768
C 0.524 -2.622 -0.778
C 1.331 -1.508 -0.091
C 0.252 -0.589 0.467
C 2.534 4.592 2.801
C 1.425 5.396 3.491
O 0.291 5.548 2.665
C 0.988 4.677 4.764
C 0.447 3.276 4.437
O 0.002 2.618 5.597
H 2.576 0.713 3.430
H 1.391 0.745 4.828
H 2.757 3.230 0.539
H 2.616 0.751 0.394
H -0.365 2.574 1.625
H -0.910 1.073 2.377
H -1.561 2.101 -0.415
H -2.673 1.879 0.930
H -2.896 0.092 -0.760
H -2.429 -0.553 0.812
H 0.371 -0.419 -2.429
H 0.115 1.096 -1.579
H -1.190 0.388 -2.531
H -1.532 -2.559 -0.097
H -0.961 -2.230 -3.060
H -3.594 -2.229 -1.526
H -3.480 -2.530 -3.258
H -2.992 -0.975 -2.617
H -2.438 -4.458 -1.627
H -0.697 -4.528 -1.861
H -2.696 -4.289 -4.139
H -1.995 -5.793 -3.554
H -0.493 -3.474 -4.836
H 0.298 -4.821 -4.017
H -0.820 -6.403 -5.595
H 1.492 -5.587 -5.990
H 0.648 -5.846 -7.517
H 0.860 -4.210 -6.894
H -1.788 -5.461 -7.701
H -2.767 -5.065 -6.293
H -1.707 -3.843 -7.002
H 0.563 -3.537 -0.186
H 0.941 -2.847 -1.760
H 1.949 -0.979 -0.816
H 1.983 -1.895 0.691
H -0.182 -1.089 1.344
H 2.845 5.093 1.880
H 3.398 4.556 3.471
H 1.820 6.393 3.758
H 0.575 5.868 1.802
H 1.841 4.596 5.443
H 0.201 5.249 5.256
H -0.450 3.398 3.819
H 0.759 2.489 6.180
```

Summary:
calculated total energy: -1205.67356 Ha
charge: 0
orbital gap: 8.82 eV
SMILES: C=C1/C(=C\C=C2/CCC[C@]3(C)[C@@H]([C@H](C)CCCC(C)C)CC[C@@H]23)C[C@@H](O)C[C@@H]1O
HOMO energy: -8.1 eV
relative energy (zero: lowest compared OMol25 entry of this formula, charge and spin): 3.4 kcal per mole

---

The following is a DFT calculation (wB97M-V/def2-TZVPD) of a structure of composition C30H41CdGeO6PSTe4 at a distorted geometry.

XYZ file:
```
85
C30H41CdGeO6PSTe4 | OMol25 | wB97M-V/def2-TZVPD
Cd -0.533 0.010 0.481
C 2.262 -2.812 -3.950
C 2.647 -1.973 -2.726
C 3.431 -2.831 -1.731
C 3.500 -0.791 -3.169
O 1.508 -1.423 -2.082
Ge -0.033 -2.332 -1.746
O -1.086 -0.682 -1.773
C -2.278 -0.571 -2.553
C -2.346 -1.630 -3.659
C -3.512 -0.699 -1.667
C -2.240 0.814 -3.197
O 0.156 -2.127 0.250
C 0.096 -3.241 1.147
C 0.303 -4.567 0.411
C -1.252 -3.275 1.854
C 1.218 -3.056 2.167
H 3.158 -3.142 -4.480
H 1.652 -2.215 -4.632
H 1.690 -3.696 -3.661
H 4.389 -3.143 -2.155
H 2.863 -3.725 -1.463
H 3.625 -2.250 -0.827
H 4.381 -1.140 -3.715
H 3.833 -0.212 -2.305
H 2.925 -0.124 -3.812
H -2.483 -2.627 -3.240
H -1.425 -1.627 -4.246
H -3.184 -1.417 -4.327
H -3.512 -1.665 -1.158
H -4.422 -0.617 -2.268
H -3.527 0.079 -0.905
H -1.367 0.901 -3.847
H -2.173 1.589 -2.430
H -3.143 0.994 -3.785
H -0.512 -4.759 -0.286
H 0.342 -5.384 1.134
H 1.239 -4.553 -0.151
H -2.059 -3.400 1.127
H -1.431 -2.360 2.413
H -1.289 -4.108 2.560
H 2.181 -2.996 1.655
H 1.244 -3.890 2.872
H 1.066 -2.133 2.731
Te 2.163 0.333 0.818
Te 4.623 1.254 0.700
Te 2.810 3.133 -2.365
Te 0.917 1.671 -1.172
O -2.971 -0.732 3.510
S -2.303 0.202 2.649
O -0.821 0.186 2.751
O -2.686 0.127 1.214
C -2.768 1.850 3.119
C -3.673 2.039 4.151
C -4.047 3.328 4.495
C -3.516 4.408 3.803
C -2.618 4.205 2.767
C -2.228 2.921 2.401
P -0.972 2.640 1.024
C -1.821 3.641 -0.257
C -3.193 3.394 -0.384
C -3.927 3.954 -1.416
C -3.302 4.766 -2.352
C -1.941 5.001 -2.252
C -1.202 4.435 -1.220
C 0.409 3.531 1.836
C 1.317 4.368 1.195
C 2.435 4.846 1.866
C 2.671 4.485 3.182
C 1.782 3.635 3.827
C 0.667 3.158 3.159
H -4.068 1.174 4.667
H -4.753 3.491 5.299
H -3.801 5.417 4.076
H -2.210 5.055 2.232
H -3.689 2.747 0.331
H -4.985 3.738 -1.497
H -3.872 5.197 -3.166
H -1.428 5.603 -2.991
H -0.136 4.601 -1.211
H 1.206 4.629 0.155
H 3.138 5.473 1.333
H 3.555 4.841 3.696
H 1.969 3.320 4.845
H 0.000 2.473 3.667
```

Summary:
multiplicity: 2
calculated total energy: -5675.64303 Ha
charge: -1
orbital gap (alpha / beta): 5.38 / 4.56 eV
HOMO energy (alpha / beta): -3.8 / -3.8 eV
<S²>: 0.759

---

The following is a DFT calculation (wB97M-V/def2-TZVPD) of a cluster of 6 separate species, C37H49F6IN3O19 in total at a distorted geometry.

XYZ file:
```
115
C37H49F6IN3O19 | OMol25 | wB97M-V/def2-TZVPD
C 4.066 -1.721 1.636
C 3.995 -1.840 0.120
C 2.633 -2.275 -0.376
O 1.585 -1.511 0.233
C 1.146 -0.399 -0.464
N 1.326 0.794 0.370
C 0.731 0.978 1.603
C -0.239 0.035 2.212
C -1.617 0.092 1.532
C -2.587 1.121 2.134
C -4.046 0.653 2.063
N -4.930 1.607 1.433
C -5.386 1.524 0.153
C -6.185 2.608 -0.077
C -6.213 3.367 1.106
C -5.435 2.728 2.030
C 1.168 2.171 2.061
N 2.028 2.712 1.127
C 2.637 4.047 1.348
C 4.086 4.271 0.901
C 4.228 5.191 -0.325
C 4.830 4.890 2.087
C 2.106 1.864 0.105
I 3.138 2.107 -1.640
H 3.641 -2.594 2.127
H 5.100 -1.636 1.958
H 3.543 -0.838 1.996
H 4.729 -2.567 -0.227
H 4.277 -0.886 -0.333
H 2.568 -2.207 -1.463
H 2.449 -3.316 -0.116
H 0.089 -0.482 -0.707
H 1.710 -0.243 -1.379
H 0.158 -0.976 2.162
H -0.332 0.314 3.259
H -2.062 -0.900 1.550
H -1.476 0.353 0.483
H -2.524 2.058 1.584
H -2.310 1.353 3.163
H -4.112 -0.271 1.494
H -4.440 0.433 3.053
H -5.145 0.714 -0.511
H -6.703 2.835 -0.991
H -6.758 4.280 1.269
H -5.226 3.008 3.045
H 0.925 2.667 2.981
H 2.587 4.157 2.427
H 1.962 4.786 0.922
H 4.565 3.317 0.691
H 3.260 5.458 -0.746
H 4.732 6.115 -0.062
H 4.791 4.723 -1.126
H 5.873 5.043 1.824
H 4.813 4.235 2.957
H 4.398 5.853 2.354
C -5.717 5.879 -1.787
C -6.284 5.130 -2.977
O -6.397 6.146 -3.949
C -5.478 7.117 -3.669
O -5.159 7.982 -4.404
O -4.974 6.921 -2.424
F -7.505 4.602 -2.720
H -6.515 6.312 -1.183
H -5.069 5.273 -1.160
H -5.637 4.340 -3.362
C 5.016 6.453 -4.694
C 6.489 6.506 -5.060
O 7.041 7.232 -3.976
C 6.244 7.072 -2.891
O 6.528 7.354 -1.779
O 5.063 6.514 -3.263
F 6.714 7.170 -6.212
H 4.498 7.332 -5.080
H 4.510 5.550 -5.020
H 6.980 5.533 -5.117
C 1.031 -3.690 -0.135
C 1.721 -4.964 0.312
O 2.160 -5.514 -0.913
C 2.324 -4.498 -1.809
O 2.892 -4.590 -2.841
O 1.753 -3.371 -1.331
F 0.868 -5.829 0.918
H -0.013 -3.890 -0.368
H 1.094 -2.869 0.574
H 2.584 -4.822 0.964
C -2.349 -6.239 3.077
C -2.684 -6.874 1.739
O -2.862 -5.727 0.905
C -2.171 -4.696 1.440
O -1.954 -3.650 0.911
O -1.747 -5.005 2.673
F -3.829 -7.586 1.767
H -3.252 -6.023 3.644
H -1.657 -6.808 3.690
H -1.894 -7.495 1.316
C 2.091 -7.634 -4.323
C 0.814 -7.444 -5.116
O 1.295 -6.988 -6.361
C 2.571 -7.448 -6.528
O 3.168 -7.426 -7.545
O 3.034 -7.939 -5.355
F 0.000 -6.504 -4.570
H 2.377 -6.703 -3.833
H 2.046 -8.442 -3.600
H 0.230 -8.353 -5.272
C -4.118 -1.784 5.274
C -4.555 -3.111 4.691
O -3.336 -3.833 4.719
C -2.574 -3.363 5.749
O -1.609 -3.896 6.169
O -3.056 -2.166 6.152
F -4.955 -2.982 3.403
H -3.723 -1.174 4.461
H -4.884 -1.244 5.822
H -5.324 -3.650 5.245
```

Summary:
calculated total energy: -3929.51616 Ha
charge: +1
orbital gap: 7.51 eV
HOMO energy: -10.5 eV

---

- Among the records above, which one has the lowest calculated total energy?
  C30H41CdGeO6PSTe4

---

- Number 6 is which compound?
  C37H49F6IN3O19